Entry 1:
An isolated molecule of C4H6N2 at a distorted geometry, computed with ωB97M-V/def2-TZVPD.

Results
**Energy relative to the best compared isomer or geometry (same formula, charge and spin)**: 272.28 kJ/mol
**SMILES**: C[C@H]1N[C@H]1C#N
**HOMO**: -9.09 eV
**E_LUMO**: 0.9 eV

Last column: Löwdin charge in e.
Element x y z (Å)
C (-0.398, 0.294, -1.492)  -0.04
C (0.414, 0.457, -0.234)  -0.34
N (-0.027, 0.914, 1.021)  0.03
C (0.564, -0.379, 1.021)  -0.27
C (-0.228, -1.549, 1.381)  -0.16
N (-0.923, -2.434, 1.665)  0.14
H (-1.461, 0.080, -1.335)  0.08
H (-0.323, 1.242, -2.039)  0.08
H (0.030, -0.491, -2.122)  0.08
H (1.495, 0.763, -0.378)  0.14
H (-0.811, 1.386, 1.424)  0.12
H (1.669, -0.283, 1.090)  0.14

---

Entry 2:
A cluster of 2 separate species, C31H37N4O in total at a distorted geometry, computed with ωB97M-V/def2-TZVPD.

Results
**Energy relative to the best compared isomer or geometry (same formula, charge and spin)**: 179.62 kJ/mol
**Net charge**: +1
**HOMO**: -10.43 eV
**E_LUMO**: -4.7 eV

Last column: Löwdin charge in e.
Element x y z (Å)
C (-2.694, -3.968, -1.550)  0.00
N (-1.816, -2.828, -1.450)  -0.04
C (-0.778, -2.653, -2.329)  -0.40
O (-0.434, -3.450, -3.199)  0.08
C (-0.167, -1.284, -2.059)  -0.16
C (-0.214, -0.421, -3.319)  -0.07
C (-1.640, -0.257, -3.792)  -0.23
C (-2.217, -1.191, -4.660)  -0.03
C (-3.537, -1.037, -5.085)  -0.06
C (-4.288, 0.056, -4.637)  -0.08
C (-3.715, 0.993, -3.770)  -0.07
C (-2.394, 0.833, -3.350)  -0.06
N (-0.993, -0.780, -0.961)  0.04
C (-0.716, 0.350, -0.286)  0.01
C (-1.554, 0.886, 0.689)  -0.04
C (-1.132, 1.857, 1.590)  0.04
C (-1.932, 2.380, 2.661)  -0.22
C (-1.339, 3.205, 3.658)  -0.02
C (-2.088, 3.726, 4.706)  -0.05
C (-3.460, 3.443, 4.797)  -0.04
C (-4.066, 2.627, 3.832)  -0.06
C (-3.321, 2.098, 2.780)  -0.01
C (-2.075, -1.707, -0.558)  -0.23
C (-2.015, -2.087, 0.890)  -0.05
C (-0.928, -2.681, 1.416)  -0.02
C (-0.779, -3.040, 2.814)  -0.22
C (0.366, -3.760, 3.228)  -0.03
C (0.543, -4.109, 4.563)  -0.07
C (-0.425, -3.746, 5.514)  -0.07
C (-1.570, -3.041, 5.117)  -0.07
C (-1.750, -2.687, 3.780)  -0.03
H (-2.308, -4.641, -2.321)  0.10
H (-2.748, -4.500, -0.595)  0.10
H (-3.706, -3.645, -1.829)  0.10
H (0.871, -1.433, -1.704)  0.18
H (0.261, 0.547, -3.111)  0.12
H (0.378, -0.956, -4.075)  0.14
H (-1.622, -2.048, -4.989)  0.12
H (-3.974, -1.778, -5.758)  0.11
H (-5.320, 0.177, -4.964)  0.11
H (-4.286, 1.851, -3.409)  0.11
H (-1.931, 1.552, -2.667)  0.09
H (0.237, 0.825, -0.534)  0.16
H (-2.576, 0.501, 0.758)  0.11
H (-0.093, 2.192, 1.532)  0.13
H (-0.269, 3.411, 3.583)  0.12
H (-1.605, 4.354, 5.458)  0.12
H (-4.050, 3.855, 5.617)  0.12
H (-5.132, 2.400, 3.901)  0.12
H (-3.803, 1.471, 2.029)  0.11
H (-3.066, -1.272, -0.786)  0.17
H (-2.886, -1.809, 1.484)  0.11
H (-0.080, -2.914, 0.761)  0.13
H (1.100, -4.032, 2.467)  0.11
H (1.435, -4.662, 4.863)  0.11
H (-0.284, -4.016, 6.562)  0.11
H (-2.327, -2.763, 5.852)  0.11
H (-2.639, -2.134, 3.467)  0.10
C (-0.794, 5.413, 0.944)  -0.11
N (-0.307, 5.709, -0.395)  -0.12
N (-0.023, 4.572, -1.184)  -0.32
C (-0.824, 4.509, -2.398)  -0.10
C (1.402, 4.468, -1.450)  -0.10
H (-0.957, 6.362, 1.467)  0.09
H (-1.745, 4.858, 0.922)  0.07
H (-0.046, 4.823, 1.485)  0.06
H (-0.948, 6.312, -0.906)  0.11
H (-0.563, 3.573, -2.910)  0.07
H (-1.893, 4.484, -2.137)  0.09
H (-0.639, 5.346, -3.100)  0.09
H (1.576, 3.524, -1.980)  0.07
H (1.784, 5.291, -2.085)  0.09
H (1.946, 4.476, -0.499)  0.08

---

Entry 3:
A structure of composition C34H36CrN3O7S2, computed with ωB97M-V/def2-TZVPD.

Results
**2S+1**: 4
**Energy relative to the best compared isomer or geometry (same formula, charge and spin)**: 0.00 kJ/mol
**Expectation value of S²**: 3.786
**HOMO (spin up / spin down)**: -7.87 / -7.97 eV
**E_LUMO (spin up / spin down)**: -0.2 / -0.4 eV

Last column: Löwdin spin population.
Element x y z (Å)
Cr (-0.022, 0.467, -0.573)  2.93
C (-4.055, -4.456, 3.490)  0.00
C (-3.508, -3.087, 3.202)  0.00
C (-4.368, -2.007, 2.996)  0.00
C (-3.875, -0.755, 2.677)  0.00
C (-2.502, -0.566, 2.554)  0.00
C (-1.636, -1.621, 2.769)  0.00
C (-2.143, -2.872, 3.097)  0.00
S (-1.950, 1.054, 2.060)  0.00
O (-1.968, 1.880, 3.241)  0.00
O (-2.825, 1.429, 0.981)  0.00
N (-0.477, 0.850, 1.456)  0.01
C (0.648, 0.776, 2.275)  0.00
C (0.809, 1.305, 3.540)  0.01
C (2.010, 1.139, 4.256)  0.00
C (3.074, 0.460, 3.735)  0.01
C (2.963, -0.084, 2.436)  0.00
C (4.012, -0.796, 1.816)  0.01
C (3.850, -1.300, 0.557)  0.00
C (2.631, -1.074, -0.103)  0.01
N (1.634, -0.419, 0.447)  -0.01
C (1.763, 0.078, 1.713)  0.00
H (-4.921, -4.405, 4.152)  0.00
H (-3.305, -5.093, 3.958)  0.00
H (-4.376, -4.945, 2.567)  0.00
H (-5.438, -2.154, 3.082)  0.00
H (-4.547, 0.074, 2.497)  0.00
H (-0.571, -1.480, 2.669)  0.00
H (-1.459, -3.698, 3.253)  0.00
H (-0.002, 1.855, 3.989)  0.00
H (2.077, 1.570, 5.246)  0.00
H (3.995, 0.335, 4.288)  0.00
H (4.940, -0.937, 2.356)  0.00
H (4.633, -1.852, 0.058)  0.00
H (2.481, -1.430, -1.112)  0.00
O (-3.396, 1.631, -2.267)  0.02
C (-2.493, 1.080, -1.675)  0.01
O (-1.331, 1.581, -1.416)  0.02
C (-2.656, -0.347, -1.190)  0.01
C (-3.913, -0.975, -1.266)  0.00
C (-4.025, -2.253, -0.820)  0.01
C (-2.876, -2.937, -0.357)  0.00
C (-2.921, -4.287, 0.064)  0.00
C (-1.781, -4.937, 0.440)  0.00
C (-0.547, -4.258, 0.413)  0.00
C (-0.478, -2.946, 0.038)  0.00
C (-1.644, -2.252, -0.346)  0.00
N (-1.576, -0.935, -0.721)  -0.01
H (-4.737, -0.400, -1.660)  0.00
H (-4.977, -2.771, -0.834)  0.00
H (-3.876, -4.797, 0.062)  0.00
H (-1.819, -5.973, 0.748)  0.00
H (0.357, -4.781, 0.698)  0.00
H (0.464, -2.424, 0.028)  0.00
C (4.786, 3.588, -0.515)  0.00
C (4.038, 2.648, -1.450)  0.00
C (2.835, 3.299, -2.122)  0.00
S (1.487, 3.469, -0.938)  0.00
O (1.241, 2.037, -0.513)  0.02
C (0.142, 4.032, -1.994)  0.00
C (-0.084, 3.336, -3.334)  0.00
C (0.507, 4.086, -4.521)  0.00
H (5.635, 3.087, -0.051)  0.00
H (4.139, 3.946, 0.288)  0.00
H (5.164, 4.461, -1.051)  0.00
H (3.693, 1.763, -0.909)  0.00
H (4.702, 2.277, -2.233)  0.00
H (2.466, 2.693, -2.946)  0.00
H (3.059, 4.310, -2.474)  0.00
H (0.344, 5.102, -2.109)  0.00
H (-0.725, 3.925, -1.342)  0.00
H (-1.161, 3.226, -3.459)  0.00
H (0.297, 2.315, -3.288)  0.00
H (0.122, 5.107, -4.568)  0.00
H (0.243, 3.593, -5.457)  0.00
H (1.596, 4.147, -4.478)  0.00
C (2.308, -0.144, -4.150)  0.00
O (1.905, 0.236, -2.832)  -0.01
C (0.646, -0.209, -2.448)  -0.03
O (0.012, -0.887, -3.219)  0.00
H (3.295, 0.288, -4.303)  0.00
H (1.608, 0.236, -4.896)  0.00
H (2.352, -1.229, -4.252)  0.00

---

Entry 4:
A structure of composition C27H30MnN4O2, computed with ωB97M-V/def2-TZVPD.

Results
**2S+1**: 2
**Expectation value of S²**: 1.090
**HOMO (spin up / spin down)**: -7.04 / -7.01 eV
**E_LUMO (spin up / spin down)**: 0.5 / 0.5 eV

Last column: Löwdin spin population.
Element x y z (Å)
Mn (-0.134, -0.900, -0.025)  0.97
C (1.941, 0.331, 1.993)  0.00
N (2.043, -0.620, 0.861)  0.00
C (2.545, -1.877, 1.457)  0.00
C (2.739, -3.065, 0.532)  0.00
C (1.443, -3.679, 0.030)  0.00
N (0.619, -2.744, -0.727)  -0.01
C (0.244, -3.093, -1.899)  0.00
C (-0.762, -2.383, -2.663)  0.00
C (-0.765, -2.465, -4.061)  0.00
C (-1.767, -1.878, -4.799)  0.00
C (-2.819, -1.253, -4.108)  0.00
C (-2.864, -1.207, -2.735)  0.00
C (-1.814, -1.744, -1.956)  0.00
O (-1.816, -1.670, -0.655)  0.01
C (3.003, -0.091, -0.141)  0.00
C (2.757, -0.576, -1.566)  0.00
C (1.712, 0.229, -2.309)  0.00
N (0.475, 0.366, -1.519)  -0.02
C (-0.206, 1.423, -1.799)  0.01
C (-1.414, 1.904, -1.173)  0.00
C (-2.114, 2.941, -1.814)  0.00
C (-3.252, 3.478, -1.262)  0.00
C (-3.688, 2.981, -0.019)  0.00
C (-3.012, 1.988, 0.645)  0.00
C (-1.848, 1.412, 0.083)  0.00
O (-1.185, 0.514, 0.727)  0.03
H (2.879, 0.273, 2.573)  0.00
H (1.005, -0.670, 3.518)  0.00
H (1.874, 1.333, 1.587)  0.00
H (1.831, -2.169, 2.234)  0.00
H (3.497, -1.661, 1.964)  0.00
H (3.271, -3.828, 1.107)  0.00
H (3.396, -2.813, -0.301)  0.00
H (0.852, -4.000, 0.893)  0.00
H (1.644, -4.574, -0.569)  0.00
H (0.656, -4.009, -2.338)  0.00
H (0.043, -2.992, -4.559)  0.00
H (-1.759, -1.916, -5.879)  0.00
H (-3.626, -0.802, -4.674)  0.00
H (-3.682, -0.730, -2.209)  0.00
H (4.025, -0.351, 0.164)  0.00
H (2.945, 0.999, -0.107)  0.00
H (2.440, -1.608, -1.543)  0.00
H (3.693, -0.552, -2.132)  0.00
H (1.483, -0.246, -3.268)  0.00
H (2.107, 1.228, -2.523)  0.00
H (0.167, 2.064, -2.605)  0.00
H (-1.741, 3.310, -2.764)  0.00
H (-3.794, 4.266, -1.765)  0.00
H (-4.583, 3.395, 0.432)  0.00
H (-3.343, 1.615, 1.606)  0.00
N (0.819, 0.071, 2.857)  0.00
C (0.205, 1.160, 3.514)  0.00
C (-0.207, 1.005, 4.834)  0.00
C (-0.864, 2.033, 5.496)  0.00
C (-1.103, 3.240, 4.857)  0.00
C (-0.683, 3.400, 3.543)  0.00
C (-0.038, 2.374, 2.872)  0.00
H (-0.023, 0.068, 5.347)  0.00
H (-1.183, 1.888, 6.520)  0.00
H (-1.614, 4.043, 5.370)  0.00
H (-0.877, 4.326, 3.017)  0.00
H (0.227, 2.509, 1.834)  0.00

---

Entry 5:
A structure of composition C5H8O2, computed with ωB97M-V/def2-TZVPD.

Results
**Energy relative to the best compared isomer or geometry (same formula, charge and spin)**: 117.54 kJ/mol
**HOMO**: -9.82 eV
**E_LUMO**: 0.9 eV

Last column: Löwdin charge in e.
Element x y z (Å)
C (0.973, -0.864, 1.068)  0.01
C (0.339, -0.481, -0.253)  -0.51
O (0.826, -1.256, -1.288)  0.03
C (-1.209, -0.191, -0.146)  -0.05
C (-0.872, 1.316, 0.172)  -0.04
C (0.341, 0.979, -0.628)  -0.37
O (0.728, 1.398, -1.702)  0.10
H (1.074, -1.941, 1.131)  0.09
H (1.968, -0.441, 1.118)  0.09
H (0.416, -0.514, 1.932)  0.08
H (1.050, -0.620, -1.985)  0.10
H (-1.705, -0.313, -1.107)  0.12
H (-1.785, -0.677, 0.642)  0.12
H (-1.434, 2.164, -0.200)  0.12
H (-0.703, 1.371, 1.247)  0.11

---

Entry 6:
A structure of composition C34H44Ge2NO3PdS, computed with ωB97M-V/def2-TZVPD.

Results
**Energy relative to the best compared isomer or geometry (same formula, charge and spin)**: 0.00 kJ/mol
**Net charge**: +1
**HOMO**: -11.05 eV
**E_LUMO**: -3.3 eV

Last column: Löwdin charge in e.
Element x y z (Å)
Pd (-1.064, -0.348, -0.238)  0.72
C (-5.118, 1.421, -1.487)  -0.17
C (-3.842, 0.738, -1.981)  -0.35
Ge (-2.223, 1.551, -1.217)  0.92
C (-1.068, 2.345, -2.600)  -0.35
C (-1.754, 3.580, -3.194)  -0.16
C (-2.532, 2.750, 0.280)  -0.22
C (-1.747, 2.719, 1.363)  -0.33
Ge (-0.269, 1.408, 1.287)  0.99
C (0.003, 0.123, 2.760)  -0.34
C (0.310, 0.690, 4.149)  -0.16
C (1.398, 2.117, 0.516)  -0.34
C (2.239, 2.975, 1.464)  -0.15
C (-1.890, 3.614, 2.529)  -0.24
C (-0.801, 3.844, 3.368)  -0.07
C (-0.894, 4.701, 4.454)  -0.06
C (-2.095, 5.336, 4.727)  -0.07
C (-3.195, 5.106, 3.911)  -0.07
C (-3.096, 4.254, 2.824)  -0.03
H (-6.001, 0.973, -1.944)  0.07
H (-5.129, 2.485, -1.731)  0.07
H (-5.219, 1.329, -0.404)  0.07
H (-3.752, 0.808, -3.068)  0.07
H (-3.857, -0.325, -1.736)  0.05
H (-0.877, 1.597, -3.373)  0.06
H (-0.107, 2.613, -2.161)  0.04
H (-2.745, 3.344, -3.589)  0.07
H (-1.171, 3.997, -4.016)  0.08
H (-1.873, 4.365, -2.445)  0.07
H (-3.333, 3.484, 0.205)  0.07
H (0.824, -0.517, 2.422)  0.06
H (-0.888, -0.506, 2.803)  0.05
H (1.198, 1.323, 4.147)  0.06
H (0.494, -0.125, 4.849)  0.08
H (-0.520, 1.280, 4.534)  0.07
H (1.129, 2.689, -0.373)  0.05
H (1.968, 1.251, 0.175)  0.03
H (1.733, 3.902, 1.734)  0.06
H (3.185, 3.244, 0.992)  0.07
H (2.485, 2.442, 2.386)  0.07
H (0.149, 3.361, 3.168)  0.07
H (-0.030, 4.870, 5.083)  0.11
H (-2.179, 6.001, 5.577)  0.11
H (-4.139, 5.587, 4.128)  0.11
H (-3.972, 4.072, 2.214)  0.11
O (-2.801, -0.533, 0.786)  -0.15
C (-2.824, -1.816, 0.805)  -0.49
C (-3.878, -2.616, 1.514)  -0.07
C (-3.426, -4.050, 1.223)  -0.06
C (-2.146, -3.884, 0.411)  -0.47
O (-1.440, -4.774, 0.011)  0.08
N (-1.894, -2.524, 0.187)  0.12
H (-4.859, -2.361, 1.113)  0.13
H (-3.882, -2.361, 2.574)  0.13
H (-4.141, -4.620, 0.633)  0.13
H (-3.204, -4.632, 2.116)  0.13
O (0.837, -0.583, -0.993)  -0.66
S (0.985, -1.898, -1.802)  1.02
C (2.322, -1.503, -2.970)  -0.25
C (3.475, -0.769, -2.362)  -0.28
C (3.360, 0.589, -2.076)  -0.06
C (4.418, 1.274, -1.499)  -0.07
C (5.600, 0.609, -1.206)  -0.07
C (5.728, -0.740, -1.505)  -0.06
C (4.669, -1.426, -2.082)  -0.04
C (1.806, -2.999, -0.630)  -0.26
C (2.194, -4.301, -1.276)  -0.29
C (3.515, -4.734, -1.224)  -0.05
C (3.882, -5.933, -1.817)  -0.07
C (2.929, -6.700, -2.473)  -0.07
C (1.608, -6.278, -2.514)  -0.06
C (1.235, -5.085, -1.911)  -0.05
H (1.818, -0.918, -3.740)  0.10
H (2.600, -2.466, -3.404)  0.11
H (2.438, 1.109, -2.309)  0.11
H (4.324, 2.332, -1.289)  0.11
H (6.427, 1.145, -0.759)  0.11
H (6.656, -1.256, -1.301)  0.11
H (4.776, -2.473, -2.338)  0.11
H (1.060, -3.126, 0.158)  0.09
H (2.665, -2.452, -0.236)  0.10
H (4.256, -4.138, -0.704)  0.11
H (4.909, -6.269, -1.764)  0.11
H (3.214, -7.634, -2.938)  0.11
H (0.859, -6.885, -3.005)  0.11
H (0.191, -4.788, -1.895)  0.10

---

Calculated values (g/mol) of molar mass for the records, taken in order: 82.11, 481.66, 714.81, 497.50, 100.12, 798.44.